# C36H90N6O12

A 6-piece molecular cluster, C36H90N6O12 overall at a distorted geometry (wB97M-V/def2-TZVPD, the OMol25 dataset).

```
144
Properties=species:S:1:pos:R:3:forces:R:3
C 1.767 0.589 -2.396 -1.567 -1.732 -0.201
O 2.190 1.074 -3.630 1.211 0.740 0.788
C 1.721 0.304 -4.681 -0.839 -0.166 0.081
C 2.178 0.923 -5.966 0.134 0.375 -0.431
N 1.678 2.299 -6.086 0.342 0.284 -0.670
C 2.262 3.062 -7.242 -1.241 -0.968 0.734
C 2.394 4.550 -6.956 -0.706 -0.494 -2.169
O 3.132 4.759 -5.819 0.414 -0.181 0.543
C 3.229 6.110 -5.500 0.217 0.564 0.668
H 0.659 0.589 -2.414 0.173 0.536 0.581
H 2.203 1.066 -1.528 0.098 0.573 -0.198
H 1.923 -0.505 -2.288 0.547 0.300 -0.125
H 0.615 0.306 -4.663 0.049 0.074 -0.075
H 1.999 -0.750 -4.540 0.350 0.056 -0.307
H 1.761 0.264 -6.743 0.172 0.419 -0.221
H 3.277 0.942 -6.061 -0.120 -0.413 0.142
H 1.844 2.808 -5.224 0.281 -0.216 -0.035
H 1.525 2.899 -8.045 0.468 0.380 -0.152
H 3.223 2.651 -7.598 -0.088 0.062 0.395
H 1.418 5.063 -6.969 -0.084 -0.258 0.641
H 2.861 4.967 -7.874 0.318 0.075 0.405
H 3.939 6.213 -4.680 0.072 -0.075 -0.049
H 2.274 6.504 -5.131 -0.056 0.053 -0.280
H 3.595 6.704 -6.344 -0.115 0.032 -0.054
C -0.084 -2.824 -3.023 -0.757 1.055 -0.160
O -0.116 -2.022 -1.838 -0.062 -1.206 -0.409
C -1.429 -1.954 -1.348 -0.700 0.928 0.889
C -1.434 -1.302 0.020 -0.640 -1.649 -0.503
N -1.205 0.085 -0.008 -0.865 2.020 0.794
C -1.557 0.714 1.282 0.695 0.430 -0.165
C -1.544 2.252 1.189 -0.181 -1.885 -0.453
O -1.837 2.764 2.461 -0.024 -0.116 0.418
C -2.457 4.007 2.395 0.897 2.019 -0.850
H 0.913 -3.174 -3.227 0.434 -0.097 0.128
H -0.422 -2.184 -3.854 0.123 -0.291 -0.064
H -0.789 -3.657 -2.951 0.207 -0.118 0.097
H -1.970 -2.904 -1.208 0.696 -0.339 -0.370
H -2.100 -1.332 -1.966 0.379 -0.097 -0.320
H -0.808 -1.887 0.706 0.157 0.056 0.082
H -2.478 -1.483 0.311 0.088 0.277 0.407
H -0.301 0.396 -0.331 0.193 -0.351 0.043
H -0.828 0.408 2.060 -0.452 0.081 0.045
H -2.569 0.445 1.591 0.166 -0.454 -0.066
H -2.354 2.524 0.508 0.353 0.232 -0.356
H -0.541 2.482 0.796 -0.269 0.859 0.159
H -1.947 4.637 1.637 -0.088 -0.228 0.049
H -2.288 4.595 3.299 -0.298 -0.541 0.353
H -3.510 4.057 2.087 -0.062 -0.642 0.313
C -0.242 -9.302 -3.221 0.137 0.352 -0.508
O 0.983 -8.655 -2.999 0.831 0.565 -0.717
C 1.616 -9.128 -1.857 -1.255 -1.052 2.649
C 2.394 -8.116 -1.055 -0.255 1.588 -0.065
N 3.662 -7.725 -1.642 -0.044 -0.290 -0.439
C 3.489 -6.647 -2.597 0.377 1.411 0.360
C 4.842 -6.190 -3.128 0.258 -0.410 -0.421
O 4.945 -4.774 -3.089 -0.446 -0.534 0.279
C 6.255 -4.322 -2.995 1.048 -0.078 -0.886
H -1.000 -8.792 -2.622 -0.260 -0.503 0.190
H -0.139 -10.372 -3.033 -0.350 -0.053 0.214
H -0.492 -9.169 -4.272 -0.055 0.016 -0.054
H 2.111 -10.100 -1.986 0.402 0.305 -0.441
H 0.812 -9.371 -1.119 0.133 -0.107 -0.299
H 2.490 -8.317 0.014 0.418 -1.046 -0.254
H 1.708 -7.236 -0.942 0.232 -0.094 -0.539
H 4.318 -7.356 -0.965 -0.238 -0.293 0.332
H 3.120 -5.766 -2.040 -0.316 0.028 -0.309
H 2.788 -6.842 -3.401 -0.096 -0.465 0.106
H 5.005 -6.556 -4.153 0.045 0.133 0.082
H 5.626 -6.661 -2.513 -0.025 0.254 0.007
H 6.845 -4.478 -3.923 -0.420 0.026 -0.021
H 6.852 -4.868 -2.251 -0.330 0.319 0.399
H 6.220 -3.248 -2.838 0.101 0.012 0.351
C -5.039 1.414 1.364 0.471 -0.416 -1.272
O -5.129 0.088 1.840 0.299 1.241 1.348
C -5.637 -0.734 0.888 -1.180 -0.622 -2.465
C -6.014 -2.097 1.399 0.967 -0.626 0.303
N -4.912 -3.031 1.122 -0.032 -0.592 0.176
C -5.188 -4.417 1.574 1.210 1.225 -0.232
C -3.838 -5.094 1.750 0.072 -0.249 -0.409
O -3.102 -4.366 2.702 -1.244 0.720 0.127
C -1.837 -4.832 2.975 1.113 -1.420 -0.127
H -4.481 1.993 2.087 -0.117 0.198 0.112
H -6.000 1.859 1.059 -0.116 -0.169 0.713
H -4.500 1.382 0.394 0.262 0.212 0.394
H -4.962 -0.872 0.022 0.427 -0.050 0.349
H -6.488 -0.270 0.355 -0.295 0.076 0.581
H -6.901 -2.454 0.877 -0.076 -0.056 0.115
H -6.184 -2.070 2.487 -0.421 0.228 -0.173
H -4.078 -2.748 1.636 -0.246 0.271 -0.018
H -5.719 -4.890 0.752 -0.483 -0.398 0.427
H -5.675 -4.402 2.559 -0.409 -0.343 -0.299
H -3.273 -5.070 0.804 -0.235 -0.151 -0.033
H -3.959 -6.143 2.062 0.001 0.136 -0.014
H -1.065 -4.111 2.712 0.029 0.250 0.206
H -1.606 -5.749 2.402 -0.088 0.230 -0.020
H -1.774 -5.152 4.016 0.172 0.322 0.163
C -3.131 15.816 4.945 0.056 0.818 1.310
O -3.087 14.439 5.117 -1.010 -0.518 -0.092
C -1.803 13.957 5.382 0.505 0.992 0.135
C -1.817 12.485 5.637 0.272 -0.416 -0.132
N -1.852 11.763 4.371 -1.146 -0.537 -0.485
C -3.229 11.730 3.783 0.318 -1.170 0.566
C -3.277 10.656 2.729 0.602 -0.193 -1.075
O -2.918 9.440 3.333 -0.051 -0.702 0.459
C -3.025 8.288 2.504 -0.333 0.689 0.526
H -4.157 16.136 4.774 0.011 -0.241 -0.664
H -2.411 16.163 4.198 -0.230 0.090 -0.200
H -2.908 16.325 5.909 0.368 -0.146 -0.321
H -1.374 14.513 6.234 -0.071 -0.148 0.024
H -1.186 14.184 4.504 0.299 -0.209 0.078
H -2.631 12.213 6.329 -0.084 0.142 -0.145
H -0.890 12.224 6.148 0.103 -0.007 -0.055
H -1.714 10.764 4.546 0.415 0.423 0.088
H -3.581 12.656 3.344 0.149 0.298 0.351
H -3.898 11.337 4.575 -0.264 0.714 -0.207
H -2.559 10.856 1.914 -0.101 0.214 0.103
H -4.264 10.550 2.254 -0.084 0.241 0.237
H -3.904 8.409 1.856 0.298 -0.193 -0.210
H -3.221 7.452 3.174 0.172 -0.107 -0.093
H -2.096 8.131 1.950 -0.195 -0.051 -0.200
C 5.422 -7.407 1.381 0.955 0.899 0.086
O 4.160 -7.769 1.802 -0.727 0.029 -0.659
C 3.767 -7.334 3.079 0.622 -0.605 -0.005
C 3.705 -5.856 3.393 -0.839 0.594 -0.245
N 2.658 -5.110 2.687 0.046 -0.264 -0.342
C 2.884 -4.645 1.324 -0.335 -0.423 -0.560
C 1.552 -4.073 0.841 -0.242 0.546 0.317
O 1.168 -2.970 1.686 -1.678 -1.715 -0.323
C 1.964 -1.873 1.607 2.155 0.739 0.929
H 5.506 -6.338 1.121 -0.248 -0.070 -0.187
H 5.652 -8.002 0.502 0.220 -0.109 0.015
H 6.194 -7.527 2.156 -0.095 -0.446 -0.016
H 4.494 -7.781 3.777 -0.257 0.066 0.255
H 2.800 -7.815 3.184 -0.235 0.208 0.438
H 4.690 -5.368 3.317 0.023 -0.165 0.119
H 3.373 -5.882 4.436 0.378 0.317 0.073
H 2.310 -4.308 3.198 0.116 -0.239 0.333
H 3.109 -5.473 0.642 0.185 -0.078 0.260
H 3.693 -3.903 1.237 -0.009 -0.130 -0.050
H 0.780 -4.839 0.950 0.059 0.094 0.349
H 1.466 -3.767 -0.210 0.670 0.153 0.051
H 2.139 -1.476 0.606 -0.377 0.130 -0.190
H 2.958 -2.122 2.024 0.156 0.161 -0.311
H 1.627 -1.129 2.326 -0.539 0.263 -0.379
```
Forces are in eV/Å.

As for the energy above the lowest of the compared OMol25 structures with the same formula, charge and spin: 295.2 kcal/mol. The maximum force comes out at 3.1 eV/Å. The SMILES is COCCNCCOC.COCCNCCOC.COCCNCCOC.COCCNCCOC.COCCNCCOC.COCCNCCOC. The total energy comes out at -2656.6802 Ha. The net charge is 0.